# 1
Entry from the Open Molecules 2025 dataset: a 2-piece molecular cluster, C4H5NO overall (ωB97M-V/def2-TZVPD).

Geometry as XYZ:
```
11
C4H5NO | the Open Molecules 2025 dataset | ωB97M-V/def2-TZVPD
C 1.143 0.227 -1.850
C 1.212 0.467 -0.670
C 1.313 0.795 0.753
O 1.942 0.124 1.535
H 1.099 0.004 -2.894
H 0.784 1.713 1.056
C -1.710 -0.373 0.229
N -1.533 0.411 1.211
H -1.087 -1.270 0.155
H -2.440 -0.215 -0.576
H -2.168 1.211 1.158
```

The SMILES is C#CC=O.C=N. As for the charge: 0. Its HOMO-LUMO gap is 10.561 eV.



# 2
Entry from the Open Molecules 2025 dataset: one molecule with the formula C4H5NO at a distorted geometry (ωB97M-V/def2-TZVPD).

Geometry as XYZ:
```
11
C4H5NO | the Open Molecules 2025 dataset | ωB97M-V/def2-TZVPD
C 0.066 1.548 -0.446
C 0.554 0.463 0.483
C -1.434 -1.863 0.290
O -0.145 -2.046 -0.020
C 0.589 -0.922 0.132
N 1.757 -0.531 -0.033
H 0.752 2.401 -0.419
H -0.002 1.184 -1.474
H -0.926 1.905 -0.142
H 0.640 0.740 1.535
H -1.851 -2.879 0.094
```

As for the charge: 0. Its HOMO-LUMO gap is 9.442 eV.



# 3
Entry from the Open Molecules 2025 dataset: one molecule with the formula C4H5NO at a distorted geometry (ωB97M-V/def2-TZVPD).

Geometry as XYZ:
```
11
C4H5NO | the Open Molecules 2025 dataset | ωB97M-V/def2-TZVPD
C -1.161 0.677 -0.197
C 0.201 0.001 -0.458
C 1.526 0.603 -0.123
N 2.627 0.781 0.199
C 0.376 -1.135 0.549
O -0.025 -1.026 1.677
H -1.134 1.309 0.688
H -1.877 -0.126 0.023
H -1.558 1.236 -1.050
H 0.280 -0.336 -1.499
H 0.972 -1.989 0.187
```

The SMILES is C[C@@H](C#N)C=O. As for the charge: 0. Its HOMO-LUMO gap is 10.887 eV.



# 4
Entry from the Open Molecules 2025 dataset: one molecule with the formula C4H5NO at a distorted geometry (ωB97M-V/def2-TZVPD).

Geometry as XYZ:
```
11
C4H5NO | the Open Molecules 2025 dataset | ωB97M-V/def2-TZVPD
N 2.741 0.519 0.253
C 1.719 -0.028 0.005
C 0.443 -0.671 -0.344
C -0.725 -0.752 0.641
C -0.757 0.347 -0.335
O -0.606 1.591 0.249
H 0.474 -1.419 -1.136
H -1.399 -1.594 0.527
H -0.507 -0.547 1.668
H -1.365 0.427 -1.245
H -0.017 2.127 -0.284
```

The SMILES is N#C[C@H]1C[C@H]1O. As for the charge: 0. Its HOMO-LUMO gap is 11.017 eV.



# 5
Entry from the Open Molecules 2025 dataset: a 2-piece molecular cluster, C4H5NO overall at a distorted geometry (ωB97M-V/def2-TZVPD).

Geometry as XYZ:
```
11
C4H5NO | the Open Molecules 2025 dataset | ωB97M-V/def2-TZVPD
N 0.352 2.860 -0.935
C -0.075 1.827 -0.675
C -0.612 0.505 -0.399
C 0.450 -0.602 -0.436
C 0.474 -0.935 1.018
O -0.989 0.324 0.958
H -1.483 0.458 -1.062
H -0.928 -1.514 -0.579
H 1.315 -0.539 -1.032
H 0.484 -1.976 1.354
H 1.013 -0.408 1.788
```

As for the charge: 0. Its HOMO-LUMO gap is 9.916 eV.



# 6
Entry from the Open Molecules 2025 dataset: a 2-piece molecular cluster, C4H5NO overall at a distorted geometry (ωB97M-V/def2-TZVPD).

Geometry as XYZ:
```
11
C4H5NO | the Open Molecules 2025 dataset | ωB97M-V/def2-TZVPD
C -1.593 -0.040 0.008
C -0.640 0.984 0.593
C 0.596 1.190 0.204
O 1.702 1.397 -0.132
H -1.302 -1.070 0.242
H -1.670 0.048 -1.080
H -2.588 0.141 0.425
H -0.962 1.626 1.407
C 2.181 -1.420 -0.556
N 1.155 -1.946 -0.597
H 3.121 -0.908 -0.514
```

The SMILES is CC=C=O.C#N. As for the charge: 0. Its HOMO-LUMO gap is 9.679 eV.



# 7
Entry from the Open Molecules 2025 dataset: one molecule with the formula C4H5NO at a distorted geometry (ωB97M-V/def2-TZVPD).

Geometry as XYZ:
```
11
C4H5NO | the Open Molecules 2025 dataset | ωB97M-V/def2-TZVPD
N 2.926 -0.191 -0.753
C 1.955 0.070 -0.181
C 0.717 0.377 0.540
C -0.441 -0.561 0.161
C -1.556 0.152 -0.574
O -1.566 1.334 -0.817
H 0.930 0.331 1.612
H 0.426 1.407 0.306
H -0.106 -1.396 -0.466
H -0.885 -1.024 1.052
H -2.401 -0.498 -0.879
```

The SMILES is N#CCCC=O. As for the charge: 0. Its HOMO-LUMO gap is 11.280 eV.



# 8
Entry from the Open Molecules 2025 dataset: C4H5NO as an isolated structure at a distorted geometry (ωB97M-V/def2-TZVPD).

Geometry as XYZ:
```
11
C4H5NO | the Open Molecules 2025 dataset | ωB97M-V/def2-TZVPD
O 2.536 -0.908 0.000
C 1.369 -0.559 0.014
N 0.334 -1.486 -0.157
C -1.198 -0.256 -0.180
C -0.432 0.982 0.053
C 0.889 0.847 0.106
H -0.543 -1.365 0.448
H -2.065 -0.370 0.515
H -1.534 -0.467 -1.186
H -0.954 1.925 0.174
H 1.598 1.656 0.214
```

As for the charge: 0. Its HOMO-LUMO gap is 9.873 eV.



# 9
Entry from the Open Molecules 2025 dataset: one molecule with the formula C4H5NO at a distorted geometry (ωB97M-V/def2-TZVPD).

Geometry as XYZ:
```
11
C4H5NO | the Open Molecules 2025 dataset | ωB97M-V/def2-TZVPD
N -0.900 -1.514 -0.338
C -0.100 -0.388 -0.107
C -0.461 0.738 0.692
C 0.558 1.717 0.646
O 1.492 1.199 -0.238
C 1.125 -0.053 -0.607
H -0.383 -2.304 -0.704
H -1.421 -1.799 0.483
H -1.352 0.857 1.306
H -0.425 2.123 0.109
H 1.826 -0.593 -1.234
```

The SMILES is Nc1ccoc1. As for the charge: 0. Its HOMO-LUMO gap is 9.329 eV.



# 10
Entry from the Open Molecules 2025 dataset: one molecule with the formula C4H5NO at a distorted geometry (ωB97M-V/def2-TZVPD).

Geometry as XYZ:
```
11
C4H5NO | the Open Molecules 2025 dataset | ωB97M-V/def2-TZVPD
C -0.692 1.352 0.068
C -0.852 0.033 0.006
C 0.191 -1.035 -0.035
N -2.114 -0.578 -0.067
C -3.230 0.222 -0.066
O -4.353 0.569 -0.081
H -1.550 2.041 0.115
H 0.326 1.519 0.163
H 0.157 -1.499 0.905
H -0.074 -1.815 -0.697
H 1.224 -0.562 -0.317
```

The SMILES is C=C(C)N=C=O. As for the charge: 0. Its HOMO-LUMO gap is 9.231 eV.



# 11
Entry from the Open Molecules 2025 dataset: one molecule with the formula C4H5NO at a distorted geometry (ωB97M-V/def2-TZVPD).

Geometry as XYZ:
```
11
C4H5NO | the Open Molecules 2025 dataset | ωB97M-V/def2-TZVPD
N 1.453 0.079 -0.178
C 1.314 -1.175 0.232
C 0.440 1.000 -0.406
C -0.791 0.716 -0.020
C -1.047 -0.709 0.284
O 0.104 -1.458 0.631
H 2.390 0.292 -0.454
H 0.852 1.946 -0.701
H -1.565 1.462 0.072
H -1.430 -1.263 -0.578
H -1.721 -0.889 1.117
```

As for the charge: 0. Its HOMO-LUMO gap is 9.193 eV.



# 12
Entry from the Open Molecules 2025 dataset: C4H5NO as an isolated structure at a distorted geometry (ωB97M-V/def2-TZVPD).

Geometry as XYZ:
```
11
C4H5NO | the Open Molecules 2025 dataset | ωB97M-V/def2-TZVPD
N 1.469 0.075 0.436
C 1.185 -0.897 -0.511
C 0.486 0.925 -0.363
C -0.793 0.654 -0.122
C -1.025 -0.751 0.365
O 0.041 -1.524 -0.174
H 2.399 0.441 0.240
H 0.898 1.719 -0.972
H -1.608 1.353 -0.270
H -1.929 -1.179 -0.083
H -1.122 -0.816 1.455
```

As for the charge: 0. Its HOMO-LUMO gap is 8.713 eV.